(P)
{
  "formula": "C4H9N2",
  "method": "the ωB97M-V functional and the def2-TZVPD basis",
  "charge": 1,
  "orbital_gap_ev": 11.595,
  "smiles": "C[NH2+][C@@H]1[C@H]2CN21",
  "symbols": ["C", "N", "C", "C", "C", "N", "H", "H", "H", "H", "H", "H", "H", "H", "H"],
  "coordinates": [[0.76, -1.79, -0.25], [-0.35, -0.83, -0.66], [-0.02, 0.65, -0.38], [-0.47, 1.07, 1.03], [-0.68, 2.43, 0.66], [-1.24, 1.43, -0.23], [1.48, -1.90, -1.11], [1.40, -1.46, 0.65], [0.43, -2.76, 0.11], [-1.23, -0.83, -0.21], [-0.66, -0.71, -1.65], [0.95, 1.14, -0.70], [-0.80, 0.37, 1.83], [-1.51, 2.85, 1.15], [0.14, 3.00, 0.11]]
}



(Q)
{
  "formula": "C4H9N2",
  "method": "the ωB97M-V functional and the def2-TZVPD basis",
  "charge": 1,
  "orbital_gap_ev": 8.077,
  "symbols": ["C", "C", "C", "C", "N", "N", "H", "H", "H", "H", "H", "H", "H", "H", "H"],
  "coordinates": [[2.42, -0.08, 0.09], [0.11, 1.05, -0.15], [0.23, -0.96, 0.15], [-2.13, -0.04, -0.07], [-0.79, 0.06, 0.43], [1.19, 0.09, -0.23], [2.62, -1.10, 0.25], [3.22, 0.74, 0.21], [-0.33, 1.57, -0.99], [0.33, 1.98, 0.82], [0.61, -1.77, 0.84], [0.15, -1.40, -0.82], [-2.63, -1.02, 0.04], [-2.77, 0.62, 0.57], [-2.24, 0.25, -1.13]]
}



Most stable = (P)



(P)
{
  "formula": "C4H9N2",
  "method": "the ωB97M-V functional and the def2-TZVPD basis",
  "charge": 1,
  "orbital_gap_ev": 9.561,
  "smiles": "C=[N+]=CCNC",
  "symbols": ["C", "N", "C", "C", "N", "C", "H", "H", "H", "H", "H", "H", "H", "H", "H"],
  "coordinates": [[-1.69, 0.88, -0.48], [-1.91, -0.07, 0.35], [-1.29, -0.99, 0.84], [0.23, -0.96, 0.55], [0.56, -0.08, -0.46], [1.68, 0.82, -0.28], [-1.71, 0.68, -1.56], [-1.93, 1.84, -0.21], [-1.71, -1.69, 1.55], [0.84, -0.89, 1.52], [0.31, -2.00, 0.19], [0.73, -0.62, -1.33], [2.47, 0.36, 0.35], [1.95, 0.91, -1.32], [1.46, 1.80, 0.29]]
}



(Q)
{
  "formula": "C4H9N2",
  "method": "the ωB97M-V functional and the def2-TZVPD basis",
  "charge": 1,
  "orbital_gap_ev": 8.474,
  "symbols": ["C", "C", "C", "C", "N", "N", "H", "H", "H", "H", "H", "H", "H", "H", "H"],
  "coordinates": [[0.45, 2.37, 0.01], [0.40, 0.14, 1.09], [0.55, 0.11, -0.89], [-0.80, -1.78, -0.18], [0.39, -0.94, 0.13], [0.43, 1.12, 0.09], [0.40, 2.87, -0.96], [0.16, 2.87, 0.91], [-0.54, 0.20, 1.58], [1.38, 0.11, 1.73], [1.58, 0.20, -1.33], [-0.11, 0.23, -1.76], [-0.67, -2.64, -0.83], [-1.32, -2.11, 0.77], [-1.45, -1.13, -0.77]]
}



Most stable = (P)



(P)
{
  "formula": "C4H9N2",
  "method": "the ωB97M-V functional and the def2-TZVPD basis",
  "charge": 1,
  "orbital_gap_ev": 9.364,
  "smiles": "C[N+]1=CNCC1",
  "symbols": ["C", "N", "C", "N", "C", "C", "H", "H", "H", "H", "H", "H", "H", "H", "H"],
  "coordinates": [[0.36, -1.67, 1.08], [0.08, -0.54, 0.27], [1.34, 0.32, -0.09], [0.94, 1.38, -0.67], [-0.42, 1.71, -0.63], [-1.08, 0.27, 0.04], [1.37, -2.13, 0.77], [-0.51, -2.43, 0.93], [0.30, -1.52, 2.18], [2.34, -0.04, 0.20], [1.68, 2.01, -1.07], [-0.82, 1.92, -1.62], [-0.64, 2.57, -0.05], [-1.60, 0.42, 1.00], [-1.72, -0.37, -0.56]]
}



(Q)
{
  "formula": "C4H9N2",
  "method": "the ωB97M-V functional and the def2-TZVPD basis",
  "charge": 1,
  "orbital_gap_ev": 12.152,
  "smiles": "CC1=[NH+][C@H](C)N1",
  "symbols": ["C", "C", "N", "C", "C", "N", "H", "H", "H", "H", "H", "H", "H", "H", "H"],
  "coordinates": [[-2.30, 0.26, -0.49], [-0.84, 0.16, -0.47], [-0.08, -0.93, -0.44], [1.20, -0.23, -0.36], [1.94, -0.27, 0.92], [0.08, 1.10, -0.44], [-2.63, 0.83, 0.38], [-2.75, -0.72, -0.47], [-2.64, 0.80, -1.37], [-0.28, -1.91, -0.41], [1.79, -0.24, -1.27], [1.28, -0.13, 1.77], [2.71, 0.50, 0.93], [2.43, -1.24, 1.01], [0.10, 2.10, -0.47]]
}



Most stable = (Q)



(P)
{
  "formula": "C4H9N2",
  "method": "the ωB97M-V functional and the def2-TZVPD basis",
  "charge": 1,
  "orbital_gap_ev": 8.678,
  "symbols": ["C", "C", "C", "C", "N", "N", "H", "H", "H", "H", "H", "H", "H", "H", "H"],
  "coordinates": [[-0.11, 0.66, -0.42], [1.42, 0.80, -0.41], [2.40, -0.25, -0.62], [-2.41, -0.38, 0.23], [0.50, 1.27, -1.39], [-2.63, -0.42, 1.52], [1.95, 1.58, 0.24], [2.15, -1.08, -1.19], [2.57, -0.76, 0.37], [3.35, 0.12, -0.87], [-2.14, -1.18, -0.46], [-2.53, 0.56, -0.34], [0.65, 1.91, -2.13], [-2.71, -1.21, 2.19], [-2.64, 0.51, 1.91]]
}



(Q)
{
  "formula": "C4H9N2",
  "method": "the ωB97M-V functional and the def2-TZVPD basis",
  "charge": 1,
  "orbital_gap_ev": 10.903,
  "smiles": "CC(=[NH2+])[C@H]1CN1",
  "symbols": ["C", "C", "N", "C", "C", "N", "H", "H", "H", "H", "H", "H", "H", "H", "H"],
  "coordinates": [[1.95, 0.45, 0.14], [0.56, -0.18, 0.06], [0.59, -1.44, -0.07], [-0.82, 0.51, 0.34], [-1.91, 0.22, -0.63], [-1.73, -0.59, 0.56], [2.08, 0.91, 1.19], [2.12, 1.29, -0.62], [2.78, -0.33, 0.06], [1.37, -2.01, -0.20], [-0.38, -1.88, -0.03], [-0.85, 1.50, 0.95], [-2.71, 0.88, -0.82], [-1.78, -0.28, -1.51], [-2.49, -0.42, 1.19]]
}



Most stable = (Q)



(P)
{
  "formula": "C2H5F2N",
  "method": "the ωB97M-V functional and the def2-TZVPD basis",
  "orbital_gap_ev": 9.651,
  "symbols": ["C", "C", "N", "F", "F", "H", "H", "H", "H", "H"],
  "coordinates": [[-0.04, -1.07, 0.37], [-0.38, 0.30, -0.07], [0.66, 1.19, 0.01], [0.54, -1.85, -0.54], [-1.46, 0.78, 0.62], [-0.95, -1.65, 0.67], [0.52, -1.14, 1.22], [-0.89, 0.43, -1.76], [1.44, 0.80, -0.56], [0.56, 2.21, 0.04]]
}



(Q)
{
  "formula": "C2H5F2N",
  "method": "the ωB97M-V functional and the def2-TZVPD basis",
  "orbital_gap_ev": 11.511,
  "smiles": "C=C.FNF",
  "symbols": ["C", "C", "H", "H", "H", "H", "F", "N", "F", "H"],
  "coordinates": [[-2.25, -0.24, -0.07], [-1.12, 0.17, 0.39], [-2.40, -0.84, -0.94], [-3.12, -0.25, 0.58], [-0.99, 0.25, 1.47], [-0.16, 0.12, -0.12], [2.92, -0.90, 0.16], [2.78, 0.21, -0.70], [2.56, 1.29, 0.24], [1.79, 0.21, -1.00]]
}



Most stable = (P)



(P)
{
  "formula": "C2H5F2N",
  "method": "the ωB97M-V functional and the def2-TZVPD basis",
  "orbital_gap_ev": 11.801,
  "smiles": "N[C@H](F)CF",
  "symbols": ["N", "C", "F", "C", "F", "H", "H", "H", "H", "H"],
  "coordinates": [[-0.73, -1.24, -0.18], [-0.24, 0.04, 0.34], [-1.25, 0.97, 0.23], [0.99, 0.60, -0.31], [2.08, 0.54, 0.49], [-1.31, -1.00, -0.90], [-1.46, -1.69, 0.52], [-0.02, 0.07, 1.47], [0.90, 1.72, -0.53], [1.40, 0.10, -1.23]]
}



(Q)
{
  "formula": "C2H5F2N",
  "method": "the ωB97M-V functional and the def2-TZVPD basis",
  "orbital_gap_ev": 11.147,
  "smiles": "CCN(F)F",
  "symbols": ["C", "C", "N", "F", "F", "H", "H", "H", "H", "H"],
  "coordinates": [[-0.89, 0.64, 0.46], [-0.02, -0.07, -0.53], [1.12, -0.54, 0.23], [0.94, -1.85, 0.48], [2.38, -0.51, -0.35], [-0.50, 1.62, 0.67], [-1.79, 0.78, -0.03], [-1.14, 0.07, 1.36], [-0.50, -0.83, -1.21], [0.40, 0.70, -1.07]]
}



Most stable = (P)